1.
A molecular structure, C33H28N5O6STeW. Source: the OMol25 dataset; level of theory: ωB97M-V/def2-TZVPD.

```
75
Properties=species:S:1:pos:R:3:forces:R:3:mulliken_charge:R:1
W -1.0718 0.1262 -0.1758 0.75 0.33 -0.19 1.132
C 1.1041 2.1820 4.8500 0.03 -0.08 -0.04 -1.066
C 1.8545 0.9147 5.1592 0.00 -0.10 0.03 1.409
C 3.0371 0.9394 5.8957 -0.06 -0.01 -0.03 -0.885
C 3.7134 -0.2290 6.2092 0.03 -0.02 0.02 -0.645
C 3.2227 -1.4581 5.7927 0.05 -0.04 0.02 -0.715
C 2.0573 -1.5104 5.0469 -0.03 0.01 -0.01 -0.318
C 1.3876 -0.3354 4.7353 -0.02 0.23 0.00 -0.908
N 0.1901 -0.4047 3.9418 0.06 -0.11 -0.02 0.515
C 0.1848 -0.3004 2.5985 0.14 -0.07 0.32 0.688
N 1.3408 0.1020 2.0481 0.04 0.11 -0.04 0.418
C 1.8276 -0.2584 0.7773 0.08 0.00 -0.05 0.790
C 0.9975 -0.4146 -0.3406 0.02 -0.22 0.08 -0.127
C 1.6420 -0.8227 -1.5257 0.01 0.05 0.03 -0.576
C 3.0016 -1.0376 -1.5892 -0.06 -0.01 -0.04 -1.237
C 3.7939 -0.8135 -0.4738 -0.01 0.00 0.02 -0.798
C 3.2248 -0.4205 0.7204 0.04 0.00 -0.02 1.284
C 4.0918 -0.1893 1.9314 -0.01 0.02 -0.02 -1.380
N -0.8837 -0.5692 1.8636 -0.18 -0.06 -0.26 0.000
C -1.9990 -1.0879 2.6289 -0.03 -0.11 -0.13 -1.382
C -2.2104 -2.4616 2.5771 -0.04 -0.02 -0.01 0.184
C -3.2027 -3.0490 3.3425 0.02 0.04 -0.01 -0.884
C -3.9725 -2.2536 4.1806 0.03 0.02 0.00 -0.985
C -3.7442 -0.8889 4.2369 -0.04 -0.01 0.06 -1.251
C -2.7613 -0.2684 3.4649 -0.03 0.05 0.04 1.907
C -2.5387 1.2149 3.6047 -0.07 0.03 -0.04 -0.616
H 1.6581 3.0495 5.2016 0.00 0.00 0.00 0.475
H 0.1262 2.1854 5.3334 -0.01 0.00 0.01 0.297
H 0.9361 2.2980 3.7775 -0.03 0.05 -0.02 0.168
H 3.4234 1.8920 6.2358 0.00 0.00 0.00 0.424
H 4.6261 -0.1808 6.7886 -0.01 0.00 -0.01 0.425
H 3.7473 -2.3699 6.0437 -0.01 0.00 0.00 0.416
H 1.6566 -2.4558 4.7030 0.00 -0.01 -0.01 0.501
H -0.6756 -0.6758 4.3846 0.00 0.01 0.00 0.306
H 2.0641 0.2980 2.7253 -0.02 0.00 0.02 -0.267
H 1.0753 -0.9861 -2.4252 -0.04 -0.01 -0.04 0.578
H 3.4481 -1.3623 -2.5192 0.00 0.00 0.00 0.426
H 4.8655 -0.9571 -0.5293 0.00 0.01 0.01 0.404
H 5.1317 -0.3927 1.6871 0.01 0.01 0.01 0.410
H 3.8204 -0.8385 2.7683 -0.01 -0.01 0.01 0.263
H 4.0412 0.8476 2.2796 0.00 -0.01 0.00 0.392
H -1.5799 -3.0592 1.9311 0.00 -0.01 0.01 0.552
H -3.3619 -4.1182 3.2991 0.01 0.00 0.00 0.444
H -4.7403 -2.6999 4.7991 -0.01 0.02 0.00 0.426
H -4.3359 -0.2736 4.9041 0.00 -0.01 0.00 0.486
H -3.0262 1.7643 2.8015 -0.03 0.00 -0.01 -0.066
H -1.4880 1.4953 3.5738 -0.01 -0.01 -0.01 -0.356
H -2.9616 1.5652 4.5459 0.01 0.00 0.00 0.633
Te -3.0594 -1.6386 -0.8097 -0.22 0.02 0.09 0.043
C -4.4222 -0.7039 0.4783 0.34 0.23 -0.20 -0.030
C -5.3859 -1.1214 1.3375 -0.05 -0.13 0.01 -0.371
C -6.0515 -0.0322 1.9732 0.01 0.05 0.02 -0.421
C -5.5716 1.1846 1.6007 -0.05 -0.08 -0.04 -0.683
S -4.3389 1.0179 0.4189 -0.48 -0.05 0.21 0.230
H -5.6171 -2.1602 1.5238 0.01 0.02 -0.01 0.507
H -6.8598 -0.1531 2.6805 0.01 -0.02 0.00 0.461
H -5.9015 2.1532 1.9411 0.02 0.02 -0.05 0.487
O -1.6904 3.9107 1.1669 -0.04 0.00 0.03 -0.588
C -1.6249 2.9796 0.4314 0.03 0.03 -0.01 -0.401
O -1.1718 1.7484 0.8554 0.10 0.07 0.03 -0.725
C -1.9730 2.9048 -1.0071 0.03 -0.07 -0.07 0.289
C -1.7136 1.6334 -1.5152 -0.32 -0.04 0.17 0.876
C -1.9122 1.4215 -2.8598 -0.23 -0.04 -0.06 0.051
C -2.4033 2.3943 -3.7281 -0.02 -0.14 0.03 -0.754
C -2.6868 3.6140 -3.1626 0.01 0.05 -0.02 -0.456
C -2.4688 3.9041 -1.8091 0.02 0.01 -0.01 -0.636
N -3.2333 4.6771 -4.0343 -0.01 0.02 0.08 1.053
O -3.3936 4.4049 -5.2021 0.01 -0.01 -0.03 -0.610
O -3.4843 5.7379 -3.5068 0.01 -0.01 -0.03 -0.598
N -1.4991 0.1251 -3.2658 0.46 0.48 -0.21 1.114
O -1.5278 -0.2486 -4.3972 -0.19 -0.23 -0.13 -0.617
O -0.9562 -0.5663 -2.3467 -0.18 -0.19 0.42 -0.536
H -0.2062 1.1484 -1.1869 0.15 -0.06 0.11 0.135
H -2.5594 2.2106 -4.7818 0.00 0.01 -0.01 0.644
H -2.6874 4.8912 -1.4244 -0.01 0.00 0.00 0.645
```
Forces are in eV/Å.

Its charge is +1. The value obtained for the total energy is -74354.29261 eV. As for the relative energy (zero: lowest compared OMol25 entry of this formula, charge and spin): 0.119 eV.

2.
2 unconnected molecules or ions with the total composition C5H7FSi in a non-equilibrium geometry. Source: the OMol25 dataset; level of theory: ωB97M-V/def2-TZVPD.

```
14
Properties=species:S:1:pos:R:3:forces:R:3:mulliken_charge:R:1
C 1.9615 -2.4368 -0.8736 -0.68 1.79 1.82 -0.049
C 1.7336 -1.4759 -0.1308 1.82 0.86 -1.63 -0.487
C -1.9425 -0.9471 -3.1214 4.55 -0.70 0.98 -0.559
C -0.7818 -0.9472 -2.3595 -4.23 -0.71 -7.23 -0.485
C 3.5444 1.3096 0.3422 0.67 -2.11 -1.02 -0.769
F 0.6487 0.6930 1.0041 1.75 0.41 -0.48 -0.285
Si 2.1385 0.1916 0.4310 -4.16 -2.37 1.80 0.448
H 2.0333 -3.3066 -1.4196 0.18 -1.35 -0.79 0.422
H -2.8189 -0.6471 -2.6955 -2.39 0.55 1.15 0.283
H -1.9928 -1.3185 -4.1366 0.31 0.42 -0.15 0.228
H -0.8180 -0.9043 -1.3994 -0.14 1.05 5.99 0.305
H 4.3573 0.7072 -0.0721 0.32 0.75 0.22 0.310
H 3.6028 2.3233 0.5077 0.17 1.98 0.12 0.418
H 0.0977 -1.2330 -2.8159 1.85 -0.57 -0.77 0.220
```
Forces are in eV/Å.

As for the spin multiplicity: 3. The value obtained for the total energy is -15887.01693 eV. As for the relative energy (zero: lowest compared OMol25 entry of this formula, charge and spin): 0.000 eV.

3.
8 unconnected molecules or ions with the total composition C20H30IN7O4 in a non-equilibrium geometry. Source: the OMol25 dataset; level of theory: ωB97M-V/def2-TZVPD.

```
62
Properties=species:S:1:pos:R:3:forces:R:3:mulliken_charge:R:1
C 2.4458 -0.6040 1.6778 0.13 -0.29 -0.53 -1.221
C 2.1901 -2.0608 1.2384 0.16 0.36 0.87 -0.653
I 2.4113 -2.3113 -0.8929 -0.04 -0.03 0.16 0.041
C 0.8997 -2.6726 1.7639 0.34 -0.44 -1.59 -0.526
C -0.3877 -2.2271 1.0749 -0.50 1.09 2.46 0.475
O -1.3604 -2.2553 2.1516 -1.09 -0.97 0.83 -0.413
C -1.9528 -1.0993 2.4425 0.90 0.37 -0.93 0.586
O -2.7106 -0.9075 3.3476 0.47 0.23 -0.92 -0.548
O -1.4851 -0.1522 1.5105 0.11 -0.43 2.12 -0.430
C -0.5813 -0.7798 0.6453 -1.59 -0.12 -3.42 -0.071
O -1.3329 -0.9255 -0.5882 0.38 -0.05 0.07 -0.582
H 2.3213 0.0858 0.8500 -0.06 0.25 0.07 0.399
H 1.7931 -0.3066 2.4954 -0.09 -0.02 0.07 0.293
H 3.4762 -0.5250 2.0124 0.07 0.16 0.05 0.363
H 2.9947 -2.6448 1.6687 0.07 -0.31 -0.22 0.709
H 0.9789 -3.7425 1.6103 -0.10 -0.16 0.05 -0.287
H 0.8498 -2.5471 2.8404 -0.11 0.33 0.11 0.480
H -0.8093 -2.8653 0.3117 0.52 -0.20 -0.28 0.486
H 0.2606 -0.1766 0.3351 0.35 0.20 1.03 0.446
H -1.0300 -0.2708 -1.2211 -0.08 0.14 -0.06 0.350
C -1.5314 2.4378 3.9687 0.09 0.07 -0.09 -0.639
C -0.5929 2.9121 2.9559 0.00 -0.05 -0.13 0.453
N 0.1400 3.2700 2.1469 -0.04 -0.01 0.09 -0.463
H -1.2254 2.8080 4.9448 -0.03 -0.05 0.04 0.333
H -2.5313 2.8020 3.7427 -0.01 0.00 0.00 0.257
H -1.5514 1.3503 3.9659 -0.04 -0.01 0.06 0.082
C -4.7512 -2.7658 0.8144 -0.05 -0.04 -0.01 -0.356
C -5.6691 -3.7535 0.2536 -0.02 -0.04 -0.03 0.142
N -6.3887 -4.5320 -0.1873 0.07 0.07 0.04 -0.371
H -3.7253 -3.1122 0.7046 0.01 0.01 0.01 0.021
H -4.8639 -1.8172 0.2934 0.02 0.01 0.00 0.288
H -4.9647 -2.6193 1.8715 0.03 0.01 0.01 0.285
C -0.1856 6.4809 0.5480 0.11 0.08 0.13 -0.556
C -0.1719 7.9403 0.5314 -0.06 0.06 -0.02 0.320
N -0.1611 9.0893 0.5064 0.05 -0.10 -0.03 -0.420
H 0.5168 6.1108 -0.1984 -0.18 -0.06 0.19 0.186
H 0.1016 6.1152 1.5319 -0.01 -0.02 0.00 0.222
H -1.1826 6.1163 0.3104 0.00 -0.01 -0.03 0.246
C 1.8439 -7.0757 1.7963 0.36 -0.13 0.52 -0.887
C 2.1160 -5.9110 2.6308 0.12 0.03 0.04 0.544
N 2.3298 -4.9791 3.2672 0.05 -0.13 -0.01 -0.485
H 2.2714 -7.9658 2.2586 0.04 0.05 0.03 0.388
H 0.7764 -7.2033 1.6953 -0.11 -0.01 -0.03 0.264
H 2.2847 -6.9326 0.8163 -0.03 0.03 -0.07 0.252
C 2.3601 8.0761 -2.8937 -0.05 -0.05 -0.03 -0.721
C 1.6208 6.8631 -2.5561 -0.02 -0.01 -0.03 0.425
N 1.0378 5.9102 -2.2867 0.18 0.08 -0.30 -0.499
H 1.8191 8.9482 -2.5317 -0.02 -0.01 0.02 0.263
H 3.3443 8.0479 -2.4308 0.00 0.00 0.01 0.281
H 2.4689 8.1454 -3.9750 -0.02 0.03 -0.01 0.232
C 1.2559 5.2351 -6.6101 0.01 0.07 0.01 -0.719
C 1.2245 6.6949 -6.6057 -0.02 0.07 0.02 0.333
N 1.1981 7.8431 -6.5996 0.05 -0.13 0.05 -0.390
H 1.9693 4.8848 -7.3530 0.00 -0.01 -0.01 0.273
H 1.5518 4.8716 -5.6278 -0.02 -0.01 0.02 0.254
H 0.2685 4.8475 -6.8511 -0.01 -0.01 0.01 0.257
C -0.4304 -8.7424 -1.9802 0.01 0.06 0.05 -0.808
C -0.1303 -7.6063 -1.1139 -0.02 0.09 0.01 0.426
N 0.1058 -6.7125 -0.4322 -0.28 -0.04 -0.43 -0.424
H -0.0243 -9.6544 -1.5475 0.00 -0.01 0.00 0.270
H -1.5079 -8.8462 -2.0878 -0.01 0.00 -0.01 0.276
H 0.0132 -8.5831 -2.9607 0.00 0.00 -0.01 0.272
```
Forces are in eV/Å.

The value obtained for the total energy is -47945.71819 eV. The SMILES is C[C@H](I)C[C@H]1OC(=O)O[C@@H]1O.CC#N.CC#N.CC#N.CC#N.CC#N.CC#N.CC#N.